1.
{"formula": "C32H78B3F12N8O4", "method": "the ωB97M-V functional and the def2-TZVPD basis", "species": ["C", "C", "N", "C", "C", "N", "C", "C", "H", "H", "H", "H", "H", "H", "H", "H", "H", "H", "H", "C", "C", "N", "C", "C", "N", "C", "C", "H", "H", "H", "H", "H", "H", "H", "H", "H", "H", "H", "C", "N", "C", "C", "C", "C", "O", "H", "H", "H", "H", "H", "H", "H", "H", "H", "H", "H", "H", "H", "H", "C", "N", "C", "C", "C", "C", "O", "H", "H", "H", "H", "H", "H", "H", "H", "H", "H", "H", "H", "H", "H", "C", "N", "C", "C", "C", "C", "O", "H", "H", "H", "H", "H", "H", "H", "H", "H", "H", "H", "H", "H", "H", "C", "N", "C", "C", "C", "C", "O", "H", "H", "H", "H", "H", "H", "H", "H", "H", "H", "H", "H", "H", "H", "B", "F", "F", "F", "F", "B", "F", "F", "F", "F", "B", "F", "F", "F", "F"], "xyz": [[17.080, -16.136, -21.334], [16.150, -14.918, -21.234], [16.915, -13.694, -21.531], [17.984, -13.622, -22.347], [18.476, -12.325, -22.334], [17.737, -11.617, -21.399], [16.668, -12.413, -21.043], [17.875, -10.203, -21.074], [16.452, -16.959, -20.991], [17.785, -16.118, -20.503], [17.510, -16.386, -22.304], [15.861, -14.807, -20.189], [15.269, -15.012, -21.868], [18.486, -14.444, -22.834], [19.291, -11.711, -22.687], [15.867, -12.013, -20.439], [18.020, -10.267, -19.995], [17.105, -9.489, -21.366], [18.868, -9.856, -21.360], [11.804, -15.320, -26.560], [11.154, -16.708, -26.244], [10.472, -16.776, -24.895], [10.927, -16.317, -23.714], [10.006, -16.791, -22.770], [8.904, -17.287, -23.451], [9.225, -17.286, -24.736], [7.651, -17.624, -22.879], [11.022, -14.565, -26.477], [12.185, -15.163, -27.569], [12.546, -14.888, -25.889], [11.955, -17.436, -26.372], [10.437, -17.037, -26.996], [11.969, -16.040, -23.769], [9.979, -16.817, -21.691], [8.571, -17.536, -25.558], [6.790, -17.088, -23.280], [7.573, -17.353, -21.826], [7.432, -18.675, -23.069], [10.940, -11.185, -23.227], [10.818, -12.323, -22.102], [11.837, -13.417, -22.455], [11.201, -11.763, -20.779], [9.476, -13.187, -21.954], [8.209, -12.408, -22.028], [8.054, -11.916, -23.357], [11.988, -10.893, -23.158], [10.212, -10.451, -22.883], [10.787, -11.733, -24.156], [12.802, -13.050, -22.105], [11.691, -13.564, -23.525], [11.681, -14.299, -21.833], [12.196, -11.327, -20.869], [11.213, -12.629, -20.116], [10.393, -11.138, -20.398], [9.573, -13.690, -20.991], [9.457, -14.060, -22.606], [8.086, -11.671, -21.235], [7.454, -13.183, -21.889], [7.833, -12.640, -23.948], [12.997, -21.022, -21.906], [13.759, -19.754, -22.396], [12.919, -19.164, -23.523], [13.891, -18.708, -21.262], [15.208, -20.187, -22.910], [15.229, -20.848, -24.315], [14.553, -22.100, -24.378], [12.078, -20.599, -21.501], [13.672, -21.507, -21.201], [12.790, -21.523, -22.852], [11.997, -18.752, -23.112], [12.743, -19.828, -24.369], [13.432, -18.262, -23.857], [12.906, -18.421, -20.894], [14.454, -17.950, -21.805], [14.457, -19.226, -20.487], [15.656, -20.856, -22.176], [15.994, -19.441, -22.791], [16.280, -21.067, -24.503], [14.817, -20.234, -25.115], [14.918, -22.653, -23.683], [13.348, -11.102, -18.108], [12.421, -11.014, -16.886], [13.255, -11.372, -15.699], [12.077, -9.487, -16.630], [11.101, -11.834, -16.990], [10.382, -12.356, -15.755], [9.735, -11.222, -15.238], [14.236, -10.485, -17.965], [12.804, -10.745, -18.982], [13.820, -12.080, -18.198], [12.691, -11.217, -14.780], [14.170, -10.784, -15.614], [13.418, -12.449, -15.673], [12.898, -8.886, -16.241], [11.305, -9.438, -15.862], [11.563, -9.007, -17.463], [11.364, -12.736, -17.542], [10.457, -11.142, -17.533], [10.978, -12.788, -14.951], [9.731, -13.142, -16.139], [9.304, -11.493, -14.424], [15.897, -15.189, -16.317], [16.827, -16.151, -15.526], [18.320, -15.735, -15.673], [16.492, -15.953, -14.070], [16.562, -17.610, -15.948], [16.473, -17.851, -17.458], [17.566, -17.318, -18.226], [14.874, -15.565, -16.327], [16.170, -15.183, -17.372], [15.986, -14.201, -15.865], [18.435, -15.510, -16.734], [18.987, -16.563, -15.434], [18.622, -14.805, -15.192], [15.409, -15.914, -13.947], [16.872, -14.933, -14.003], [17.020, -16.744, -13.538], [15.588, -17.821, -15.507], [17.345, -18.132, -15.398], [15.563, -17.494, -17.939], [16.270, -18.913, -17.595], [17.436, -17.786, -19.054], [8.182, -14.944, -18.339], [7.366, -13.966, -17.819], [9.488, -14.651, -18.396], [8.032, -16.067, -17.577], [7.657, -15.221, -19.588], [12.862, -15.272, -19.283], [13.817, -16.150, -19.606], [11.597, -15.752, -19.691], [12.926, -15.072, -17.966], [13.098, -14.003, -19.919], [12.416, -15.524, -14.690], [11.774, -15.123, -15.692], [12.853, -16.829, -14.971], [13.568, -14.872, -14.513], [11.606, -15.555, -13.659]], "homo_lumo_gap_ev": 7.38, "charge": 3, "spin_multiplicity": 1, "lumo_ha": -0.2619, "total_energy_ev": -89185.457, "e_homo_ev": -14.507}

2.
{"formula": "C32H80F12N10O28S12", "method": "the ωB97M-V functional and the def2-TZVPD basis", "species": ["C", "C", "N", "C", "C", "C", "C", "C", "O", "C", "H", "H", "H", "H", "H", "H", "H", "H", "H", "H", "H", "H", "H", "H", "H", "H", "H", "H", "H", "H", "C", "C", "N", "C", "C", "C", "C", "C", "O", "C", "H", "H", "H", "H", "H", "H", "H", "H", "H", "H", "H", "H", "H", "H", "H", "H", "H", "H", "H", "H", "C", "C", "N", "C", "C", "C", "C", "C", "O", "C", "H", "H", "H", "H", "H", "H", "H", "H", "H", "H", "H", "H", "H", "H", "H", "H", "H", "H", "H", "H", "C", "C", "N", "C", "C", "C", "C", "C", "O", "C", "H", "H", "H", "H", "H", "H", "H", "H", "H", "H", "H", "H", "H", "H", "H", "H", "H", "H", "H", "H", "N", "S", "O", "O", "F", "S", "O", "O", "F", "N", "S", "O", "O", "F", "S", "O", "O", "F", "N", "S", "O", "O", "F", "S", "O", "O", "F", "N", "S", "O", "O", "F", "S", "O", "O", "F", "N", "S", "O", "O", "F", "S", "O", "O", "F", "N", "S", "O", "O", "F", "S", "O", "O", "F"], "xyz": [[-1.625, -1.790, -0.378], [-0.475, -2.717, -0.099], [0.796, -2.163, 0.592], [0.488, -1.340, 1.838], [1.568, -3.419, 0.971], [0.875, -4.282, 1.997], [1.591, -1.212, -0.344], [2.837, -0.503, 0.380], [2.510, 0.687, 1.097], [2.566, 1.894, 0.267], [-1.388, -1.075, -1.148], [-1.939, -1.108, 0.474], [-2.518, -2.416, -0.646], [-0.033, -3.228, -1.014], [-0.811, -3.479, 0.517], [1.377, -1.191, 2.362], [-0.253, -1.842, 2.449], [0.070, -0.393, 1.475], [2.543, -3.088, 1.357], [1.786, -3.936, 0.055], [1.630, -4.998, 2.314], [0.037, -4.872, 1.620], [0.517, -3.797, 2.891], [0.896, -0.463, -0.717], [1.929, -1.831, -1.212], [3.531, -0.349, -0.404], [3.256, -1.283, 1.074], [2.194, 2.689, 0.952], [1.870, 1.741, -0.547], [3.548, 2.160, -0.134], [-1.484, -3.328, -4.253], [-1.817, -2.109, -5.061], [-0.633, -1.124, -5.165], [-0.066, -0.896, -3.769], [0.438, -1.624, -6.120], [1.601, -0.718, -6.311], [-1.214, 0.170, -5.536], [-1.973, 0.318, -6.881], [-1.123, 0.154, -7.950], [-1.901, -0.050, -9.123], [-2.386, -3.946, -4.370], [-1.467, -3.079, -3.181], [-0.600, -3.847, -4.550], [-2.583, -1.521, -4.534], [-2.110, -2.339, -6.040], [-0.888, -0.756, -3.076], [0.569, 0.016, -3.817], [0.515, -1.787, -3.563], [-0.138, -1.740, -7.060], [0.800, -2.550, -5.710], [2.365, -1.237, -6.919], [2.225, -0.417, -5.437], [1.358, 0.191, -6.857], [-0.476, 0.909, -5.470], [-1.922, 0.380, -4.716], [-2.355, 1.338, -6.860], [-2.777, -0.443, -6.832], [-2.672, 0.769, -9.183], [-2.337, -1.052, -9.160], [-1.147, 0.068, -9.934], [-7.090, 1.464, -1.297], [-6.462, 1.892, -0.027], [-5.579, 0.755, 0.459], [-6.207, -0.579, 0.608], [-4.356, 0.484, -0.355], [-3.391, 1.632, -0.726], [-5.054, 1.148, 1.805], [-3.807, 0.411, 2.434], [-3.760, 0.856, 3.751], [-3.636, -0.170, 4.709], [-6.399, 1.379, -2.148], [-7.726, 2.282, -1.516], [-7.699, 0.587, -1.143], [-7.191, 2.124, 0.738], [-5.830, 2.766, -0.191], [-7.077, -0.498, 1.229], [-5.560, -1.230, 1.197], [-6.406, -1.120, -0.330], [-4.713, -0.013, -1.273], [-3.956, -0.329, 0.236], [-2.551, 1.152, -1.213], [-3.012, 2.235, 0.085], [-3.760, 2.262, -1.530], [-5.857, 1.021, 2.539], [-4.857, 2.203, 1.750], [-2.802, 0.723, 1.980], [-3.982, -0.690, 2.421], [-2.935, -0.929, 4.412], [-4.602, -0.635, 4.887], [-3.292, 0.402, 5.590], [2.630, 4.234, 6.076], [2.762, 3.190, 5.012], [4.095, 2.332, 5.125], [5.236, 3.256, 5.348], [4.010, 1.466, 6.383], [2.672, 0.698, 6.592], [4.166, 1.558, 3.847], [5.445, 0.752, 3.637], [6.655, 1.441, 3.330], [6.729, 2.229, 2.193], [2.774, 3.910, 7.125], [1.634, 4.769, 6.035], [3.315, 5.015, 5.806], [2.675, 3.692, 4.018], [2.120, 2.354, 5.059], [5.053, 3.658, 6.311], [5.314, 3.980, 4.556], [6.177, 2.643, 5.499], [4.253, 2.164, 7.182], [4.934, 0.829, 6.274], [1.901, 1.335, 6.995], [2.866, -0.160, 7.212], [2.346, 0.326, 5.626], [3.908, 2.178, 3.001], [3.357, 0.834, 3.889], [5.266, -0.005, 2.776], [5.623, 0.166, 4.543], [6.257, 3.188, 2.393], [6.251, 1.846, 1.299], [7.812, 2.340, 1.943], [4.524, 6.547, 3.804], [3.294, 6.860, 2.826], [2.392, 8.004, 2.879], [2.669, 5.613, 2.835], [3.924, 6.962, 1.441], [5.533, 7.774, 3.926], [5.185, 8.709, 4.954], [5.935, 8.334, 2.657], [6.782, 7.029, 4.449], [3.974, -2.890, 6.328], [5.467, -2.606, 6.570], [5.504, -2.215, 7.921], [6.242, -1.788, 5.712], [6.207, -3.933, 6.407], [3.177, -3.014, 4.950], [3.274, -1.891, 4.101], [1.943, -3.667, 5.132], [4.118, -4.094, 4.207], [-3.693, -3.494, 1.562], [-3.830, -3.580, 3.160], [-2.680, -2.916, 3.809], [-4.372, -4.744, 3.773], [-4.962, -2.520, 3.281], [-4.707, -4.421, 0.766], [-4.793, -3.828, -0.467], [-5.954, -4.755, 1.359], [-3.740, -5.628, 0.498], [-5.077, -0.590, -5.508], [-5.963, -0.668, -6.834], [-7.082, -1.503, -6.734], [-5.162, -0.763, -8.000], [-6.653, 0.807, -6.938], [-5.657, -1.192, -4.126], [-7.026, -1.173, -3.835], [-4.829, -0.794, -3.042], [-5.234, -2.745, -4.309], [3.960, -4.043, -3.227], [2.835, -5.119, -3.261], [3.147, -6.467, -3.015], [1.891, -4.724, -4.313], [2.079, -4.729, -1.853], [4.021, -2.515, -3.066], [2.765, -1.857, -3.099], [5.038, -1.892, -3.857], [4.433, -2.484, -1.519], [-0.667, 3.803, -4.497], [-1.343, 3.220, -3.183], [-1.516, 1.791, -3.078], [-2.401, 4.139, -2.700], [-0.288, 3.242, -1.856], [0.623, 3.326, -5.101], [1.344, 2.224, -4.485], [1.377, 4.356, -5.765], [0.116, 2.552, -6.402]], "homo_lumo_gap_ev": 9.35, "charge": -2, "spin_multiplicity": 1, "lumo_ha": 0.0990, "total_energy_ev": -269342.211, "e_homo_ev": -6.653}

3.
{"formula": "C32H83N9O12", "method": "the ωB97M-V functional and the def2-TZVPD basis", "species": ["C", "O", "C", "C", "N", "C", "C", "O", "C", "H", "H", "H", "H", "H", "H", "H", "H", "H", "H", "H", "H", "H", "H", "H", "C", "O", "C", "C", "N", "C", "C", "O", "C", "H", "H", "H", "H", "H", "H", "H", "H", "H", "H", "H", "H", "H", "H", "H", "C", "O", "C", "C", "N", "C", "C", "O", "C", "H", "H", "H", "H", "H", "H", "H", "H", "H", "H", "H", "H", "H", "H", "H", "C", "O", "C", "C", "N", "C", "C", "O", "C", "H", "H", "H", "H", "H", "H", "H", "H", "H", "H", "H", "H", "H", "H", "H", "C", "O", "C", "C", "N", "C", "C", "O", "C", "H", "H", "H", "H", "H", "H", "H", "H", "H", "H", "H", "H", "H", "H", "H", "N", "C", "N", "O", "H", "H", "H", "H", "N", "C", "N", "O", "H", "H", "H", "H"], "xyz": [[-11.148, -16.430, 5.834], [-10.500, -17.368, 5.078], [-9.111, -17.513, 5.421], [-8.602, -18.787, 4.853], [-9.294, -19.941, 5.414], [-8.904, -21.298, 5.058], [-7.733, -21.761, 5.844], [-8.021, -21.925, 7.186], [-7.315, -22.997, 7.819], [-11.338, -16.756, 6.893], [-12.020, -15.972, 5.329], [-10.483, -15.597, 6.038], [-8.982, -17.631, 6.489], [-8.508, -16.665, 4.963], [-7.528, -18.797, 5.098], [-8.655, -18.701, 3.718], [-10.269, -19.786, 5.230], [-8.683, -21.405, 3.979], [-9.782, -21.953, 5.244], [-6.987, -20.919, 5.721], [-7.306, -22.634, 5.310], [-6.208, -22.947, 7.815], [-7.573, -23.997, 7.429], [-7.603, -23.022, 8.879], [-9.270, -21.267, -2.245], [-8.524, -21.546, -1.061], [-9.372, -22.095, -0.076], [-8.631, -22.332, 1.199], [-7.571, -23.303, 1.002], [-7.111, -23.979, 2.286], [-5.976, -24.899, 2.080], [-4.813, -24.050, 1.807], [-3.905, -24.651, 0.987], [-8.628, -20.699, -3.006], [-10.190, -20.669, -1.936], [-9.600, -22.239, -2.649], [-9.692, -23.067, -0.447], [-10.154, -21.386, 0.139], [-9.382, -22.786, 1.833], [-8.254, -21.326, 1.574], [-6.804, -22.954, 0.478], [-7.997, -24.395, 2.742], [-6.762, -23.223, 2.949], [-6.138, -25.601, 1.271], [-5.687, -25.472, 2.950], [-3.318, -25.450, 1.411], [-3.138, -23.876, 0.742], [-4.390, -24.944, 0.004], [-17.436, -21.077, 4.854], [-16.870, -20.826, 3.584], [-17.061, -19.472, 3.135], [-16.167, -19.232, 1.938], [-16.486, -20.232, 0.984], [-15.834, -20.028, -0.314], [-14.317, -19.905, -0.363], [-13.806, -18.796, 0.364], [-12.386, -18.825, 0.276], [-17.394, -22.172, 4.986], [-18.524, -20.836, 4.853], [-16.994, -20.563, 5.710], [-16.751, -18.866, 4.073], [-18.142, -19.362, 2.987], [-15.163, -19.360, 2.232], [-16.332, -18.236, 1.489], [-16.573, -21.186, 1.345], [-16.294, -19.167, -0.760], [-16.103, -20.853, -0.981], [-14.163, -19.927, -1.393], [-14.006, -20.837, 0.147], [-11.987, -18.849, -0.798], [-11.991, -19.722, 0.758], [-12.056, -17.942, 0.663], [-9.988, -26.603, -1.483], [-10.525, -25.789, -0.434], [-10.373, -26.408, 0.937], [-10.677, -25.233, 1.865], [-10.136, -25.498, 3.180], [-10.732, -24.626, 4.197], [-10.368, -24.914, 5.627], [-10.516, -26.271, 5.949], [-11.874, -26.517, 6.310], [-8.927, -26.860, -1.381], [-10.026, -25.988, -2.383], [-10.606, -27.512, -1.654], [-9.306, -26.731, 0.895], [-11.064, -27.265, 1.009], [-11.865, -25.152, 1.799], [-10.347, -24.253, 1.563], [-10.276, -26.442, 3.487], [-11.859, -24.738, 3.989], [-10.369, -23.586, 4.002], [-10.996, -24.337, 6.325], [-9.376, -24.671, 5.907], [-12.506, -26.796, 5.427], [-12.348, -25.687, 6.835], [-11.974, -27.355, 6.994], [-15.426, -24.746, 4.422], [-15.916, -25.350, 3.259], [-14.866, -26.152, 2.634], [-15.530, -27.364, 1.990], [-16.469, -27.047, 0.830], [-15.887, -26.518, -0.407], [-16.852, -25.592, -1.123], [-16.175, -25.217, -2.305], [-16.889, -24.364, -3.184], [-14.985, -25.495, 5.088], [-16.310, -24.271, 4.991], [-14.633, -23.996, 4.162], [-14.176, -26.451, 3.486], [-14.302, -25.587, 1.920], [-16.129, -27.885, 2.728], [-14.742, -28.015, 1.619], [-17.127, -26.363, 1.155], [-15.628, -27.350, -1.181], [-14.900, -26.077, -0.148], [-17.191, -24.755, -0.519], [-17.738, -26.115, -1.450], [-16.951, -23.285, -2.887], [-17.894, -24.793, -3.227], [-16.398, -24.332, -4.201], [-13.459, -24.469, -2.224], [-13.502, -23.428, -1.289], [-12.301, -23.039, -0.717], [-14.533, -22.835, -1.146], [-14.322, -24.706, -2.662], [-12.698, -24.560, -2.899], [-12.168, -22.340, 0.062], [-11.649, -23.783, -0.791], [-14.345, -22.434, 2.245], [-13.225, -21.683, 2.707], [-13.464, -20.760, 3.699], [-12.127, -21.911, 2.235], [-14.302, -22.745, 1.278], [-15.323, -22.152, 2.569], [-12.833, -20.052, 3.912], [-14.452, -20.597, 3.931]], "smiles": "COCCNCCOC.COCCNCCOC.COCCNCCOC.COCCNCCOC.COCCNCCOC.NC(N)=O.NC(N)=O", "homo_lumo_gap_ev": 8.71, "spin_multiplicity": 1, "relative_energy_ev": 1.480, "lumo_ha": 0.0216, "total_energy_ev": -72503.820, "e_homo_ev": -8.122}